[1]
C3H20N2O7 | ωB97M-V with the def2-TZVPD basis set

The geometry in XYZ format:
```
32
Properties=species:S:1:pos:R:3:forces:R:3:lowdin_charge:R:1
N -1.00582 2.59863 2.12761 -0.5 -2.9 -1.6 -0.003
C -0.05242 2.53107 0.96144 -4.3 -3.8 -0.6 -0.228
C -0.92813 2.79970 -0.30417 1.1 1.8 -0.5 -0.101
C -1.25665 1.57494 -1.05212 0.8 -1.1 -1.9 -0.548
N -1.00496 1.43677 -2.38242 -0.1 0.3 -0.3 0.175
O -1.81338 0.60898 -0.56531 -0.9 -0.9 1.1 0.006
H -0.47669 2.68440 2.95199 0.8 0.2 1.3 0.027
H -1.43908 1.60513 2.19762 0.7 2.2 -0.1 0.069
H 0.69604 3.15203 1.13865 2.9 3.5 0.3 0.048
H 0.52586 1.57113 0.72709 -1.1 0.6 0.8 0.122
H -0.32751 3.52859 -0.93507 -1.1 -0.8 0.3 0.131
H -1.96606 3.19508 -0.10289 1.3 0.1 0.3 0.144
H -1.34469 0.55584 -2.76752 0.4 0.4 0.2 0.119
H -0.29912 1.94008 -2.88777 -0.1 0.2 0.1 0.099
O -0.04939 -2.61288 -1.59826 -1.5 -0.1 0.3 -0.066
H -0.59435 -2.08712 -0.99095 0.1 -0.3 -0.3 0.020
H 0.65706 -2.00960 -1.80362 0.8 0.3 0.0 -0.020
O -1.66061 -0.31754 1.83695 -0.7 -1.1 -1.7 -0.133
H -1.67601 -0.26578 0.79469 -0.2 0.6 2.4 0.044
H -2.54902 -0.66265 2.07942 0.9 0.4 -0.2 0.065
O 2.24701 1.05299 -1.26583 0.0 0.7 -0.5 -0.051
H 2.59981 0.90183 -2.14332 -0.1 0.5 -0.6 0.032
H 2.52169 0.21740 -0.91642 0.0 -1.1 1.0 -0.013
O 2.13714 -2.24909 1.40430 -1.7 -1.3 3.9 -0.126
H 1.24096 -2.44337 1.95626 2.9 0.4 -2.4 0.088
H 2.73159 -2.66297 2.09533 -0.4 0.8 -1.4 0.078
O 2.40568 -1.80155 -1.26421 0.4 0.4 0.5 -0.061
H 2.41434 -2.26316 -0.40582 -0.4 0.3 0.3 0.025
H 2.85140 -2.42057 -1.81890 0.5 -0.5 -0.9 0.053
O -0.34049 -3.22569 1.69373 6.0 4.4 2.1 -0.012
H -1.07433 -3.62380 1.45792 -5.8 -2.7 -1.9 -0.033
H -0.40101 -2.23624 1.59531 -1.0 -1.4 0.0 0.049
```
Forces are in eV/Å.

Computed properties:
spin multiplicity: 1
energy: -762.45648 hartree
gap between HOMO and LUMO: 9.51 eV

***

[2]
C3H20NO8 | ωB97M-V with the def2-TZVPD basis set

The geometry in XYZ format:
```
32
Properties=species:S:1:pos:R:3:forces:R:3:lowdin_charge:R:1
C -0.00309 0.64532 1.35857 1.1 0.2 -1.1 -0.291
O -0.36017 0.11635 0.12443 -0.5 0.4 0.4 -0.264
C -0.27323 -0.23383 2.58459 0.9 -0.5 1.5 -0.331
C -1.24980 -1.43727 2.50535 -0.1 0.8 -1.1 -0.237
O -2.07188 -1.43475 1.37971 -1.9 -0.2 -0.1 -0.093
N 0.92033 -0.79778 3.28430 -0.5 0.5 0.1 0.012
H -0.45595 1.64433 1.49155 -0.4 -0.2 0.2 0.107
H 1.10033 0.92731 1.31127 -0.5 -0.5 0.5 0.096
H -0.65116 0.47849 3.34954 -0.2 -0.5 -0.4 0.126
H -0.80072 -2.43833 2.49210 0.7 0.4 0.6 0.109
H -1.84233 -1.30848 3.41554 -0.3 -0.5 -0.1 0.103
H -1.73960 -0.90716 0.63450 0.8 0.1 0.4 0.032
H 1.58727 -1.25540 2.66441 -0.1 0.4 0.1 0.072
H 1.31841 -0.03331 3.81661 0.7 -0.3 -0.3 0.051
H -0.15650 0.84593 -2.22187 0.5 0.4 -0.6 -0.007
H 0.22513 -0.56340 -2.51390 0.8 0.2 -0.7 -0.015
O 0.50484 0.33872 -2.76378 -0.8 -0.2 0.7 -0.106
H -0.67001 2.68710 -0.90746 -0.1 0.2 -0.4 0.003
H -0.87175 1.12518 -0.45044 0.5 -0.3 -1.2 0.002
O -1.15005 1.94063 -1.28289 -0.1 -0.2 1.3 -0.246
H 2.26005 2.43858 -0.94533 -0.2 0.3 -0.3 0.017
H 1.79615 1.23543 -1.75736 0.2 0.6 -0.8 0.030
O 2.31285 2.08649 -1.84301 -0.2 -0.3 0.8 -0.096
H -0.80580 -1.70147 -1.80111 -0.5 -0.4 0.0 0.014
H 0.53056 -2.14899 -1.33930 0.0 -0.2 -0.2 0.054
O -0.07987 -2.28711 -2.08194 0.0 0.3 0.7 -0.065
H 3.68700 1.30066 -0.58094 0.8 -1.2 -1.0 0.016
H 3.01055 0.94543 0.53648 -0.1 -1.4 0.7 0.002
O 3.63236 0.47288 -0.04996 -0.4 2.0 0.5 -0.092
H -2.79840 0.24435 -2.42165 0.0 -0.5 -0.4 0.046
H -2.43642 0.33911 -1.04257 0.0 -0.7 0.0 0.017
O -2.69807 -0.36398 -1.67559 0.0 1.0 0.1 -0.067
```
Forces are in eV/Å.

Computed properties:
spin multiplicity: 1
energy: -782.98531 hartree
gap between HOMO and LUMO: 8.63 eV
total charge: -1

***

[3]
C3H20O9S | ωB97M-V with the def2-TZVPD basis set

The geometry in XYZ format:
```
33
Properties=species:S:1:pos:R:3:forces:R:3:lowdin_charge:R:1
C 2.47993 1.21774 -2.18330 0.3 0.8 -0.7 -0.074
C 3.09612 -0.11704 -2.35454 0.4 -0.9 -1.1 -0.235
O 3.41668 -0.71067 -1.09102 1.6 -0.4 -0.6 -0.242
S 2.36507 -1.17338 -0.10194 -1.7 -1.4 2.9 0.585
C 1.99214 0.31190 0.77656 0.6 1.3 -1.7 -0.094
O 1.11298 -1.62356 -0.67975 0.9 0.2 -0.7 -0.281
O 2.98960 -2.12953 0.79661 -0.3 1.2 -0.9 -0.271
H 1.51085 1.23977 -1.71473 -0.1 -0.1 0.3 0.045
H 2.28268 1.57216 -3.18705 0.1 0.4 -0.3 0.093
H 3.21943 1.87511 -1.70286 -0.5 0.0 0.0 0.105
H 2.48079 -0.86204 -2.88849 0.1 0.5 0.1 0.134
H 4.07961 -0.02734 -2.88038 -0.8 -0.2 0.5 0.144
H 1.66195 0.00585 1.70950 -1.0 -0.4 1.8 0.029
H 1.26493 0.95995 0.23315 0.5 -0.9 0.6 0.058
H 2.90508 0.89018 0.91975 0.1 -0.2 0.0 0.090
O -0.63269 0.31680 -1.31569 -0.4 0.9 -0.3 -0.058
H -1.55547 0.05451 -1.25370 -0.2 -0.2 0.0 0.047
H -0.10300 -0.45753 -1.12323 0.2 -0.8 0.2 -0.012
O -0.99850 2.08072 0.77356 -0.3 -0.1 0.1 -0.076
H -1.95763 1.96598 0.75869 0.1 0.2 0.1 0.027
H -0.72394 1.53770 0.01440 0.0 -0.1 -0.1 -0.025
O 0.76050 -1.64211 3.43878 0.1 -0.3 -0.6 -0.048
H 0.85070 -2.28861 4.14137 0.0 0.0 0.3 0.051
H 1.19170 -2.08357 2.68524 -0.1 0.2 0.2 0.039
O -5.64495 1.31979 -0.07655 -0.4 -0.2 0.1 -0.036
H -5.20792 2.13715 -0.27687 0.8 0.6 0.0 0.029
H -6.48671 1.47873 -0.49810 -0.6 -0.3 -0.1 0.038
O -3.71802 -0.79881 -0.13739 -0.7 -0.2 1.8 -0.104
H -4.53285 -0.66873 0.42796 1.2 0.1 -1.3 0.050
H -3.11475 -1.21415 0.51974 -0.3 0.0 -0.7 -0.005
O -1.84843 -1.31250 1.88312 -0.9 0.5 -0.7 -0.049
H -1.94678 -0.34792 1.84983 0.4 -0.3 0.2 0.043
H -1.18910 -1.50657 2.53732 0.8 0.0 0.6 0.002
```
Forces are in eV/Å.

Computed properties:
spin multiplicity: 1
energy: -1201.62852 hartree
gap between HOMO and LUMO: 11.38 eV

***

> energy of number 3 (C3H20O9S)?

-1201.62852 hartree

***

> What is the gap between HOMO and LUMO in the second record?

8.63 eV

***

Copy entry 2 word for word.
C3H20NO8 | ωB97M-V with the def2-TZVPD basis set

The geometry in XYZ format:
```
32
Properties=species:S:1:pos:R:3:forces:R:3:lowdin_charge:R:1
C -0.00309 0.64532 1.35857 1.1 0.2 -1.1 -0.291
O -0.36017 0.11635 0.12443 -0.5 0.4 0.4 -0.264
C -0.27323 -0.23383 2.58459 0.9 -0.5 1.5 -0.331
C -1.24980 -1.43727 2.50535 -0.1 0.8 -1.1 -0.237
O -2.07188 -1.43475 1.37971 -1.9 -0.2 -0.1 -0.093
N 0.92033 -0.79778 3.28430 -0.5 0.5 0.1 0.012
H -0.45595 1.64433 1.49155 -0.4 -0.2 0.2 0.107
H 1.10033 0.92731 1.31127 -0.5 -0.5 0.5 0.096
H -0.65116 0.47849 3.34954 -0.2 -0.5 -0.4 0.126
H -0.80072 -2.43833 2.49210 0.7 0.4 0.6 0.109
H -1.84233 -1.30848 3.41554 -0.3 -0.5 -0.1 0.103
H -1.73960 -0.90716 0.63450 0.8 0.1 0.4 0.032
H 1.58727 -1.25540 2.66441 -0.1 0.4 0.1 0.072
H 1.31841 -0.03331 3.81661 0.7 -0.3 -0.3 0.051
H -0.15650 0.84593 -2.22187 0.5 0.4 -0.6 -0.007
H 0.22513 -0.56340 -2.51390 0.8 0.2 -0.7 -0.015
O 0.50484 0.33872 -2.76378 -0.8 -0.2 0.7 -0.106
H -0.67001 2.68710 -0.90746 -0.1 0.2 -0.4 0.003
H -0.87175 1.12518 -0.45044 0.5 -0.3 -1.2 0.002
O -1.15005 1.94063 -1.28289 -0.1 -0.2 1.3 -0.246
H 2.26005 2.43858 -0.94533 -0.2 0.3 -0.3 0.017
H 1.79615 1.23543 -1.75736 0.2 0.6 -0.8 0.030
O 2.31285 2.08649 -1.84301 -0.2 -0.3 0.8 -0.096
H -0.80580 -1.70147 -1.80111 -0.5 -0.4 0.0 0.014
H 0.53056 -2.14899 -1.33930 0.0 -0.2 -0.2 0.054
O -0.07987 -2.28711 -2.08194 0.0 0.3 0.7 -0.065
H 3.68700 1.30066 -0.58094 0.8 -1.2 -1.0 0.016
H 3.01055 0.94543 0.53648 -0.1 -1.4 0.7 0.002
O 3.63236 0.47288 -0.04996 -0.4 2.0 0.5 -0.092
H -2.79840 0.24435 -2.42165 0.0 -0.5 -0.4 0.046
H -2.43642 0.33911 -1.04257 0.0 -0.7 0.0 0.017
O -2.69807 -0.36398 -1.67559 0.0 1.0 0.1 -0.067
```
Forces are in eV/Å.

Computed properties:
spin multiplicity: 1
energy: -782.98531 hartree
gap between HOMO and LUMO: 8.63 eV
total charge: -1